Computed, not measured: a structure of composition C27H42BIrN9OS3Se, with ωB97M-V/def2-TZVPD.

Calculated values
LUMO (alpha / beta) = -0.15558 / -0.28688 Eh
Kohn-Sham gap (alpha / beta) = 0.29573 / 0.20712 Eh
HOMO energy (alpha / beta) = -12.28 / -13.44 eV

```
! wB97M-V def2-TZVPD RIJCOSX def2/J DEFGRID3
* xyz 2 6
Ir 0.6213 0.6275 -0.4648
C 1.6827 -1.5734 4.4245
C 1.0699 -2.6047 3.4799
C 1.9580 -2.9089 2.2753
C 0.8364 -3.8950 4.2604
N -0.2533 -2.0990 2.9604
C -1.4347 -2.7970 3.0678
C -2.3916 -2.0727 2.4497
N -1.8088 -0.9323 1.9533
B -2.6877 0.0537 1.1354
N -2.2786 1.5430 1.4021
C -2.5975 2.0885 2.6236
C -2.1547 3.3613 2.6401
N -1.5692 3.6184 1.4171
C -1.6448 2.4863 0.6892
S -1.0047 2.2025 -0.9121
C -0.9490 4.9747 1.1514
C -0.5401 5.1669 -0.3017
C 0.2785 5.0796 2.0536
C -1.9959 6.0322 1.5034
N -2.8029 -0.3319 -0.3611
C -3.9507 0.0140 -1.0381
C -3.8708 -0.4947 -2.2835
N -2.6632 -1.1529 -2.3860
C -2.0158 -1.0330 -1.2033
S -0.4293 -1.6309 -0.8163
C -2.2311 -1.9245 -3.6085
C -0.9611 -1.2990 -4.1781
C -2.0306 -3.3868 -3.2181
C -3.3350 -1.8405 -4.6588
C -0.5031 -0.9654 2.2678
S 0.6564 0.2729 1.8622
H 2.5931 -1.9926 4.8524
H 0.9980 -1.3512 5.2437
H 1.9452 -0.6449 3.9247
H 2.9213 -3.2818 2.6234
H 2.1261 -2.0200 1.6703
H 1.4982 -3.6745 1.6487
H 1.8004 -4.2286 4.6407
H 0.4406 -4.6940 3.6333
H 0.1809 -3.7425 5.1181
H -1.5114 -3.7343 3.5824
H -3.4433 -2.2651 2.3350
H -3.7926 -0.0498 1.5871
H -3.1319 1.5278 3.3701
H -2.2226 4.1044 3.4115
H 0.2898 4.5264 -0.5928
H -0.2072 6.1995 -0.4026
H -1.3718 5.0207 -0.9905
H 0.9992 4.2939 1.8178
H 0.0167 5.0036 3.1089
H 0.7587 6.0448 1.8965
H -2.8971 5.9041 0.9032
H -1.5813 7.0160 1.2886
H -2.2710 6.0225 2.5563
H -4.7429 0.5658 -0.5639
H -4.5817 -0.4546 -3.0849
H -0.1202 -1.4295 -3.5049
H -1.1041 -0.2330 -4.3638
H -0.7298 -1.7832 -5.1270
H -1.2329 -3.5094 -2.4884
H -1.7662 -3.9563 -4.1090
H -2.9516 -3.8057 -2.8110
H -3.5126 -0.8168 -4.9903
H -4.2698 -2.2809 -4.3115
H -3.0095 -2.4126 -5.5258
Se 2.7683 2.0119 -0.4234
C 4.1270 0.6924 -0.5435
C 5.1184 0.8381 -1.5047
C 6.0521 -0.1851 -1.6230
N 6.0612 -1.2656 -0.8497
C 5.1327 -1.3616 0.0977
C 4.1326 -0.4202 0.2881
H 5.1690 1.7066 -2.1474
H 6.8332 -0.1224 -2.3719
H 5.1844 -2.2386 0.7334
H 3.3955 -0.5421 1.0693
N 2.6699 -1.8076 -2.6059
C 2.3612 -0.6155 -3.1506
N 2.8415 -0.3379 -4.3747
O 1.6674 0.2337 -2.5485
H 3.1879 -2.5058 -3.1105
H 2.1686 -2.0930 -1.7829
H 3.3759 -0.9963 -4.9131
H 2.6375 0.5621 -4.7718
*
```

***

Computed, not measured: a structure of composition C26H37ClN3OSiTi, with ωB97M-V/def2-TZVPD.

Calculated values
LUMO (alpha / beta) = 0.10393 / 0.10398 Eh
Kohn-Sham gap (alpha / beta) = 0.19526 / 0.18115 Eh
HOMO energy (alpha / beta) = -2.49 / -2.10 eV

```
! wB97M-V def2-TZVPD RIJCOSX def2/J DEFGRID3
* xyz -1 1
Ti -0.1113 -0.8722 0.2049
C -2.1227 -1.7037 -3.1677
C -1.6201 -0.4043 -3.4915
C -0.4155 -0.0002 -3.0073
C 0.3388 -0.8083 -2.0970
C -0.1479 -2.1319 -1.8164
C -1.3788 -2.5444 -2.4009
H -3.0649 -2.0438 -3.5853
H -2.1794 0.2515 -4.1516
H -0.0158 0.9542 -3.3276
H 1.3780 -0.5716 -1.9334
H 0.5101 -2.8782 -1.4081
H -1.7225 -3.5580 -2.2354
C -0.8033 -0.4514 3.1771
N 0.4436 -0.4737 2.3679
C 1.3812 -1.4059 3.0176
C 0.9468 0.8910 2.2982
C 1.8594 1.3988 3.2040
C 2.1779 2.7535 3.2335
C 1.4957 3.6013 2.3785
C 0.5845 3.1041 1.4538
C 0.3486 1.7231 1.3192
N -0.4938 1.1306 0.3859
C -1.0570 1.9401 -0.6307
C -0.2799 2.7911 -1.4151
C -0.8028 3.4869 -2.4956
C -2.1384 3.3340 -2.8327
C -2.9308 2.4869 -2.0714
C -2.4148 1.7960 -0.9764
N -3.2232 0.9106 -0.2176
C -4.3415 0.3129 -0.9082
C -3.5983 1.4412 1.0803
H -0.5970 -0.0336 4.1663
H -1.5551 0.1490 2.6797
H -1.1724 -1.4691 3.2821
H 1.3843 -1.2524 4.1028
H 1.0671 -2.4222 2.8003
H 2.3808 -1.2616 2.6255
H 2.3236 0.7339 3.9226
H 2.9135 3.1309 3.9325
H 1.6722 4.6705 2.4232
H 0.0588 3.7913 0.8098
H 0.7800 2.8557 -1.1983
H -0.1574 4.1268 -3.0875
H -2.5589 3.8573 -3.6838
H -3.9723 2.3533 -2.3381
H -4.0141 -0.0680 -1.8765
H -4.7086 -0.5303 -0.3173
H -5.1851 1.0082 -1.0601
H -4.3775 2.2165 0.9921
H -3.9862 0.6346 1.7113
H -2.7300 1.8791 1.5692
Cl -0.9721 -3.3419 1.0977
C -1.9534 -1.8481 0.6028
H -2.6235 -1.6547 1.4419
H -2.5651 -2.1679 -0.2418
C 4.3125 -0.4655 -0.5335
Si 3.2857 -1.9902 -0.1662
C 3.3896 -3.0970 -1.6759
C 4.1983 -2.9118 1.2002
O 1.7855 -1.6074 0.2229
H 5.3596 -0.7180 -0.7473
H 4.2910 0.2206 0.3225
H 3.9088 0.0743 -1.3995
H 4.4364 -3.3285 -1.9168
H 2.9305 -2.6214 -2.5516
H 2.8634 -4.0446 -1.5009
H 5.0527 -3.4536 0.7738
H 3.5472 -3.6434 1.6958
H 4.5854 -2.2308 1.9691
*
```

***

Computed, not measured: a cluster of 2 separate species, C2H6N3O3 in total, with ωB97M-V/def2-TZVPD.

Calculated values
LUMO = -0.13786 Eh
Kohn-Sham gap = 0.43852 Eh
HOMO energy = -15.68 eV

```
! wB97M-V def2-TZVPD RIJCOSX def2/J DEFGRID3
* xyz 1 1
C -1.0365 0.9761 0.1856
C -2.4085 -0.9799 -0.1401
N -0.9311 2.1230 0.3850
N -1.1705 -0.2689 0.1622
N 2.5094 -0.1054 -0.0866
O 3.7098 -0.5697 0.2900
O 1.5775 -0.7337 0.3212
O 2.4630 0.8689 -0.7636
H -2.1951 -2.0438 -0.1730
H -2.8052 -0.6645 -1.1063
H -3.1592 -0.7867 0.6273
H -0.7006 3.0082 -0.0248
H 4.4572 -0.0137 -0.0103
H -0.3103 -0.8098 0.3333
*
```

***

Computed, not measured: a structure of composition C4H7F2N2, with ωB97M-V/def2-TZVPD.

Calculated values
LUMO = -0.11395 Eh
Kohn-Sham gap = 0.43711 Eh
HOMO energy = -15.00 eV

```
! wB97M-V def2-TZVPD RIJCOSX def2/J DEFGRID3
* xyz 1 1
C 0.0331 -0.0129 -0.5500
C 0.6304 0.0933 1.6721
C -0.8338 0.5134 1.4892
C 0.2271 -0.5155 -2.3953
N 0.9129 -0.4281 0.2782
N -0.8577 0.7533 0.0014
F -0.5472 0.2422 -3.1441
F 1.4805 -0.2936 -2.5504
H 1.2514 0.8904 1.9304
H 0.7378 -0.6499 2.3424
H -1.5392 -0.3308 1.7362
H -1.1130 1.3695 1.9109
H -0.1136 -1.4723 -2.2924
H 1.5320 -1.1055 -0.0636
H -1.8007 0.9465 -0.3650
*
```

***

The following energy above the lowest of the compared OMol25 structures with the same formula, charge and spin values (in kcal/mol) correspond, in order, to the records above: 0.0, 2.8, 4.1, 26.8.